Arrangement 1

The following is a DFT calculation (ωB97M-V/def2-TZVPD) of one molecule with the formula C6H14.

The geometry in XYZ format:
```
20
Properties=species:S:1:pos:R:3
C 0.547 -0.393 1.978
C -0.079 0.305 0.770
C 0.736 1.519 0.338
C -0.468 -0.627 -0.399
C -1.578 0.017 -1.222
C 0.689 -1.053 -1.325
H 0.178 -1.414 2.128
H 1.646 -0.393 2.069
H 0.039 0.265 2.677
H -0.993 0.772 1.282
H 1.648 1.274 -0.221
H 1.031 2.097 1.221
H 0.103 2.149 -0.291
H -0.864 -1.554 0.044
H -1.206 0.904 -1.750
H -2.402 0.327 -0.571
H -1.967 -0.678 -1.972
H 1.507 -1.563 -0.799
H 0.312 -1.751 -2.085
H 1.119 -0.203 -1.871
```

Calculated values
**Multiplicity**: 1
**HOMO level**: -10.7 eV
**Orbital gap**: 11.83 eV
**SMILES string**: CC(C)C(C)C
**M**: 86.18 g/mol



Arrangement 2

The following is a DFT calculation (ωB97M-V/def2-TZVPD) of a 2-piece molecular cluster, C6H14 overall.

The geometry in XYZ format:
```
20
Properties=species:S:1:pos:R:3
C -1.661 1.103 -0.255
C -0.674 0.209 -0.284
C -0.932 -1.230 -0.656
C 0.756 0.620 0.021
C 1.432 -0.291 1.054
C 1.588 0.689 -1.265
H -1.480 2.144 0.007
H -2.688 0.831 -0.491
H -0.437 -1.494 -1.600
H -2.003 -1.419 -0.773
H -0.552 -1.920 0.107
H 0.714 1.632 0.446
H 1.576 -1.305 0.662
H 0.842 -0.363 1.976
H 2.421 0.101 1.317
H 1.117 1.355 -1.996
H 2.596 1.065 -1.056
H 1.692 -0.301 -1.725
H -2.521 -0.675 2.216
H -1.788 -0.751 2.297
```

Calculated values
**Multiplicity**: 1
**HOMO level**: -9.2 eV
**Orbital gap**: 10.40 eV
**SMILES string**: C=C(C)C(C)C.[H][H]
**M**: 86.18 g/mol



Arrangement 3

The following is a DFT calculation (ωB97M-V/def2-TZVPD) of C6H14 as an isolated structure.

The geometry in XYZ format:
```
20
Properties=species:S:1:pos:R:3
C 2.839 0.303 0.022
C 1.469 -0.331 -0.135
C 0.308 0.471 0.374
C -1.005 -0.306 0.346
C -2.099 0.521 1.011
C -1.434 -0.734 -1.060
H 2.925 1.363 0.283
H 2.437 0.146 -1.074
H 3.718 -0.313 0.236
H 1.227 -0.403 -1.471
H 1.504 -1.388 0.095
H 0.239 1.384 -0.238
H 0.517 0.808 1.398
H -0.847 -1.217 0.945
H -3.041 -0.034 1.046
H -1.824 0.796 2.036
H -2.274 1.448 0.449
H -2.399 -1.253 -1.019
H -1.551 0.142 -1.712
H -0.710 -1.402 -1.535
```

Calculated values
**Multiplicity**: 1
**HOMO level**: -8.5 eV
**Orbital gap**: 9.56 eV
**M**: 86.18 g/mol



Arrangement 4

The following is a DFT calculation (ωB97M-V/def2-TZVPD) of C6H14 as an isolated structure.

The geometry in XYZ format:
```
20
Properties=species:S:1:pos:R:3
C -1.905 0.547 1.155
C -0.967 1.190 0.107
C 0.255 0.225 -0.125
C 1.511 0.826 -0.361
C -0.046 -1.115 -0.574
C 0.750 -2.227 0.166
H -1.581 0.741 2.185
H -1.702 -0.505 0.898
H -2.961 0.788 1.103
H -1.439 1.269 -0.882
H -0.539 2.152 0.393
H 1.142 0.386 0.828
H 2.333 0.262 -0.776
H 1.743 1.869 -0.145
H 1.370 2.177 -2.993
H 1.274 2.571 -2.383
H -0.109 -1.336 -1.631
H 1.595 -2.555 -0.442
H 0.164 -3.117 0.405
H 1.137 -1.790 1.095
```

Calculated values
**Multiplicity**: 1
**HOMO level**: -5.8 eV
**Orbital gap**: 5.93 eV
**M**: 86.18 g/mol



The structure shown above that is least stable: arrangement 4.